This record from OMol25 describes a 13-piece molecular cluster, C63H167N23O14P5 overall. The level of theory is ωB97M-V/def2-TZVPD.

```
272
Properties=species:S:1:pos:R:3:forces:R:3:lowdin_charge:R:1
C -0.07538 -20.13797 7.52293 -0.7594 0.4236 1.3183 -0.0831
O 0.47388 -21.34712 8.04300 0.4808 -1.4000 0.0760 -0.2357
C 1.52609 -21.35175 9.08923 -1.2803 1.2031 -2.1829 -0.1375
C 1.88032 -22.81875 9.35046 -1.6848 0.1278 -1.9594 -0.0196
N 1.88292 -23.57668 7.97098 2.9019 0.8884 0.5347 0.0891
H 2.25603 -24.49791 8.15051 -0.0315 -0.6406 0.4404 0.1599
H 0.96564 -23.69138 7.56411 -0.4116 0.5400 -0.1256 0.1715
C 2.91016 -23.02839 6.97789 0.4579 0.2403 -0.5836 -0.0576
C 4.35548 -22.97502 7.50871 1.3812 0.4501 -0.1507 -0.2403
O 4.63663 -24.06094 8.31435 -0.1972 -1.4873 2.3203 -0.2116
C 5.82221 -23.92716 9.14889 -0.3269 0.4504 -0.5512 -0.0396
H 0.58014 -19.51650 6.91287 0.3731 -0.0845 0.3494 0.0943
H -0.54654 -19.62464 8.36114 0.6743 0.8006 0.2620 0.0864
H -0.99744 -20.27736 6.95860 0.3821 -1.1273 -0.4845 0.0915
H 1.13721 -20.80379 9.94749 0.1739 -0.3996 0.3688 0.1326
H 2.32005 -20.74844 8.64907 0.5451 -0.2229 0.3545 0.1218
H 0.99892 -23.29530 9.77955 0.4480 0.0279 0.8225 0.1378
H 2.84146 -22.97432 9.84047 -0.3085 -0.1538 -0.0402 0.1319
H 2.58271 -22.04599 6.63765 -0.0389 -0.1271 0.1525 0.1275
H 2.97043 -23.67831 6.10492 -0.6649 -0.2191 0.1526 0.1377
H 4.69182 -22.02370 7.92097 -0.7804 0.3302 0.7797 0.1276
H 5.14914 -23.09790 6.77176 -0.7578 0.4332 -1.4921 0.1360
H 6.61864 -23.45193 8.57622 0.0905 -0.0423 -0.1504 0.0921
H 6.18586 -24.89225 9.50170 -0.4695 -0.0672 -0.2891 0.0972
H 5.62594 -23.28813 10.00983 -0.1926 0.0474 0.0522 0.0900
C 1.42379 -13.49984 8.57995 -0.9596 0.4710 -1.1946 -0.3991
O 2.36632 -12.96398 8.05105 0.6735 0.1284 -0.4355 0.0214
N 1.44198 -14.20415 9.69156 -0.1077 -1.6519 1.7859 -0.1969
C 0.23899 -14.52574 10.51490 1.8301 -0.5847 -0.8951 -0.0277
C 2.72264 -14.68527 10.23199 -0.7331 0.8834 0.4697 -0.0342
H 0.41953 -13.51625 8.12895 -0.2420 0.4994 -0.0613 0.1338
H 0.36062 -13.96088 11.43916 -0.5787 -0.0619 0.0621 0.0869
H 0.37063 -15.59208 10.69842 -0.4144 -0.0775 0.5022 0.0756
H -0.71734 -14.40477 10.00608 0.2654 0.4721 -0.0409 0.0868
H 3.51503 -14.29892 9.59094 -0.0292 -0.1714 0.2369 0.0874
H 2.79141 -14.29928 11.24903 0.4838 0.2384 0.0629 0.0839
H 2.75974 -15.76713 10.35969 -0.1803 -0.1425 -0.5000 0.0820
C 6.65440 -16.80382 5.52999 1.0164 0.6012 -1.0669 -0.3700
O 5.85800 -17.56528 6.02657 -0.1616 -0.3437 0.5686 -0.0005
N 7.85706 -16.39735 6.00547 -1.3198 -1.3271 -0.1834 -0.2207
C 8.67805 -15.32262 5.41573 -1.1089 -0.3309 2.2351 -0.0294
C 8.36197 -16.96027 7.26221 0.3669 -0.1411 -1.0761 -0.0389
H 6.52414 -16.37789 4.52311 -0.3984 0.1351 -0.1069 0.1304
H 8.48751 -14.73458 6.31350 1.6978 1.5316 -0.3627 0.0887
H 8.28573 -14.72962 4.58957 -0.1670 -0.8067 -0.2204 0.0920
H 9.68895 -15.71595 5.30854 0.0289 0.5418 -0.1816 0.0885
H 9.31218 -17.39980 6.95886 0.2039 -0.3252 0.5419 0.0871
H 8.57204 -16.22760 8.04141 -0.2773 0.2161 -0.0743 0.0880
H 7.67638 -17.73291 7.61019 0.0809 0.1974 -0.0472 0.0848
C -5.70550 -26.17850 10.97958 -1.3123 -0.1980 -1.8033 -0.3903
O -4.82964 -25.91010 11.72851 1.7140 0.6328 1.9328 0.0421
N -6.89826 -26.73885 11.27131 0.2358 -0.1061 2.1092 -0.1971
C -7.80214 -27.13453 10.25509 -0.3519 0.2247 -0.9366 -0.0856
C -7.39747 -26.72701 12.67105 0.6220 0.2223 -0.3910 -0.0249
H -5.62140 -25.92075 9.91248 -0.0025 -0.3193 -0.3471 0.1318
H -7.30601 -27.17763 9.28550 0.1790 0.3278 0.0071 0.0845
H -8.58347 -26.37598 10.20784 -0.5636 -0.4075 -0.2558 0.0926
H -8.17724 -28.15167 10.36831 -0.2847 0.1252 0.4729 0.0923
H -7.58821 -27.73415 13.04170 -0.2196 0.0531 -0.1315 0.0876
H -6.67985 -26.25912 13.34499 0.3984 -0.2218 -0.3662 0.0813
H -8.26546 -26.07433 12.76434 -0.4007 -0.3247 -0.3009 0.0857
C 6.85794 -19.60623 14.25494 0.4823 -0.0911 -2.1875 -0.3606
O 6.84959 -19.56342 13.01562 -1.0667 -0.2860 1.1109 -0.0435
N 7.87832 -19.08426 14.92379 1.2292 -0.0469 2.8834 -0.1639
C 8.14089 -19.39956 16.43049 -0.8260 0.5972 -2.0108 -0.0054
C 8.92390 -18.31427 14.21720 0.0787 -0.4351 0.3352 -0.0422
H 6.07499 -20.07737 14.86913 0.0736 -0.0049 -0.0629 0.1323
H 7.27779 -19.79199 16.96823 -0.4071 -0.1017 -0.6596 0.0729
H 8.33153 -18.45496 16.93989 0.6758 -0.1805 -0.1179 0.0783
H 8.90380 -20.17580 16.48984 0.3310 0.4923 0.1125 0.0808
H 8.91047 -18.43906 13.13446 -0.6856 -0.0047 0.2115 0.0812
H 8.82340 -17.26384 14.49032 0.1138 0.0365 -0.1123 0.0878
H 9.92019 -18.66816 14.48231 -0.0379 -0.0087 0.4739 0.0821
C 1.33228 -30.83053 8.26057 -0.9387 0.4335 -0.9412 -0.3505
O 1.38260 -29.60896 8.28492 0.6273 -0.5558 0.2754 -0.0125
N 0.17488 -31.51422 8.42466 0.0437 -0.5697 -0.0240 -0.1713
C 0.19673 -33.00739 8.48538 -0.1713 0.1819 1.0088 -0.0509
C -1.00429 -30.78259 8.93129 -0.3828 -1.3633 0.5311 -0.0405
H 2.13607 -31.51318 7.94417 0.3736 0.3103 0.2372 0.1313
H 0.16986 -33.37222 9.51215 -0.2514 0.3716 0.4403 0.0795
H 1.10972 -33.49853 8.14871 0.1716 0.7859 -0.6027 0.0805
H -0.63653 -33.52992 8.01557 -0.1301 0.6358 -0.4289 0.0820
H -1.06261 -29.69769 8.84363 0.7903 -0.2934 -0.5844 0.0844
H -1.89248 -31.22620 8.48137 -0.0303 0.0991 -0.1294 0.0823
H -1.07734 -30.99570 9.99776 -0.0932 0.0237 0.2236 0.0858
C -6.32000 -15.70116 4.55721 0.8191 1.6628 -1.9159 -0.3242
O -5.24566 -15.16353 4.78660 -0.5644 -0.7561 0.7242 -0.0029
N -6.68433 -16.02357 3.27785 -0.2010 -0.2858 -0.4156 -0.1905
C -8.04287 -16.42898 2.99368 -0.2847 -0.4346 -0.2499 -0.0853
C -5.86758 -15.74133 2.06764 0.0726 -0.0237 0.6274 -0.0362
H -7.17736 -15.78244 5.24316 0.3544 -0.3761 0.3419 0.1327
H -8.68177 -16.57056 3.86538 0.3983 0.2438 0.3263 0.0837
H -8.04098 -17.39925 2.49703 -0.0378 -0.0041 -0.2716 0.0833
H -8.54722 -15.70143 2.35776 0.0168 0.0424 -0.1475 0.0884
H -6.01420 -16.47764 1.27742 -0.2436 -0.4067 0.3662 0.0797
H -6.13810 -14.79789 1.59346 -0.1203 0.2816 0.3267 0.0877
H -4.80058 -15.71791 2.28916 -0.2109 0.0480 0.3100 0.0836
O 13.02355 -22.49466 12.25949 0.4462 -0.1246 -1.0059 -0.2839
P 14.43399 -22.70241 12.63147 2.5344 -0.8714 0.8700 0.6460
N 14.99609 -24.36910 12.40915 2.0813 2.1434 2.1302 -0.3036
C 14.36675 -25.20370 11.46996 -2.1309 -0.1652 -0.8503 -0.1623
C 16.40456 -24.75153 12.75392 -0.8222 0.9920 0.4728 -0.1117
N 14.66013 -22.40679 14.29520 1.6661 1.9494 -1.3043 -0.3281
C 14.74327 -21.02788 14.90047 0.6927 -0.9511 -1.3208 -0.0777
C 14.03682 -23.25556 15.22242 -0.0128 -1.1098 0.7194 -0.1629
N 15.65817 -21.72446 11.82833 -0.2945 -1.9329 2.4644 -0.3089
C 15.18725 -20.73638 10.95342 -0.6035 0.3629 -1.2876 -0.1636
C 17.01214 -21.54024 12.38080 -0.5609 -0.8450 1.0451 -0.1165
H 14.12608 -24.65159 10.56147 0.0214 -0.1866 -0.3874 0.0749
H 13.41185 -25.47495 11.92018 -0.3115 -0.4573 -0.4078 0.0781
H 14.88046 -26.12412 11.19241 0.3981 0.2555 0.3183 0.0866
H 16.50512 -25.77963 13.10177 -0.4740 -0.1666 -0.2189 0.0790
H 16.71786 -24.14086 13.60070 -0.0102 -0.0452 0.0223 0.0513
H 17.13416 -24.58746 11.96091 -0.1268 0.0421 -0.3304 0.0778
H 13.79442 -20.71110 15.33340 -0.1005 -0.0515 -0.0849 0.0799
H 15.51584 -21.07123 15.66817 -0.1452 0.0297 0.2243 0.0813
H 15.09197 -20.29826 14.16961 -0.2343 -0.0118 -0.1124 0.0641
H 14.45946 -23.05337 16.20659 -0.2667 0.1509 0.2291 0.0837
H 12.96667 -23.05015 15.19638 -0.3211 -0.6465 0.4413 0.0887
H 14.34311 -24.28342 15.02800 -0.7024 -0.2165 -0.1705 0.0807
H 16.02546 -20.43564 10.32490 -0.1163 0.4448 -0.0339 0.0870
H 14.46088 -21.21921 10.29969 -0.2241 0.4088 -0.1634 0.0772
H 14.70355 -19.90386 11.46434 0.1131 0.4386 -0.1750 0.0798
H 17.16189 -20.70873 13.06947 -0.3811 0.8390 -0.4028 0.0712
H 17.79731 -21.53012 11.62482 -0.2351 -0.0014 -0.2029 0.0865
H 17.21033 -22.34282 13.09122 0.1127 -0.2695 -0.4750 0.0453
O 1.77880 -20.65034 19.54711 -1.0565 0.1140 0.0256 -0.3036
P 0.58843 -19.75987 19.62579 0.4301 0.6542 -0.0086 0.5747
N 1.06382 -18.09688 19.53275 -1.7749 -0.7270 -1.0546 -0.2947
C 1.96352 -17.57542 20.59909 0.0155 0.3204 -2.0351 -0.0889
C 1.04764 -17.40344 18.19702 0.6889 0.1711 1.0922 -0.1064
N -0.23557 -19.81859 21.09899 -0.5906 1.3872 -1.9415 -0.3069
C 0.34852 -20.53456 22.14487 0.9853 -0.8902 2.3539 -0.1772
C -1.15951 -18.72687 21.55351 1.4360 -0.6743 -0.3703 -0.0882
N -0.59821 -20.13772 18.46333 -0.6827 1.1466 0.2917 -0.2975
C -1.86669 -19.35771 18.43210 0.5588 -0.5008 0.6862 -0.1025
C -0.28093 -20.81344 17.21467 0.8518 -0.3444 0.3742 -0.1236
H 2.98169 -17.79248 20.27610 0.3052 -0.4318 0.5800 0.0773
H 1.73612 -17.91721 21.60883 -0.0687 -0.2050 -0.3067 0.0718
H 1.93898 -16.48681 20.54978 -0.4277 0.1422 0.3055 0.0758
H 0.45695 -17.87849 17.41374 -0.0766 -0.4808 0.4767 0.0575
H 2.04705 -17.26491 17.78461 0.3428 -0.3347 0.0261 0.0709
H 0.67354 -16.38209 18.26770 -0.2886 0.0770 0.4070 0.0715
H 1.26657 -21.09190 21.95871 -0.3891 -0.2438 -0.9718 0.0820
H 0.73593 -19.86906 22.91631 -0.2309 0.5375 0.4316 0.0729
H -0.36160 -21.18855 22.65096 -0.0965 -0.2173 -0.0093 0.0852
H -0.60384 -18.15125 22.29378 -0.1280 0.2389 0.2159 0.0709
H -1.39036 -18.05678 20.72539 -0.1608 -0.2091 0.1646 0.0611
H -2.04518 -19.14115 22.03523 -0.0762 -0.0388 -0.2061 0.0850
H -2.41147 -19.50569 19.36452 0.0992 0.1133 0.0984 0.0639
H -1.66932 -18.29353 18.30294 -0.2360 0.1346 -0.1763 0.0661
H -2.54448 -19.73384 17.66580 0.3557 0.0628 -0.2089 0.0782
H -1.16160 -21.06940 16.62560 -0.1957 0.2572 0.3096 0.0772
H 0.19528 -21.75775 17.47851 0.2841 0.0582 -0.2875 0.0777
H 0.38538 -20.21305 16.59527 0.1344 -0.1129 -0.2711 0.0698
O -2.95025 -24.70493 4.09378 -0.9135 0.5810 -3.5439 -0.3544
P -3.45315 -24.61011 2.63350 -0.2060 0.7024 1.4455 0.6618
N -2.31081 -23.90760 1.50211 -1.7058 -1.8855 0.3450 -0.3004
C -2.50234 -23.91994 0.04943 -0.3395 -0.3625 -0.0050 -0.1341
C -1.50187 -22.81388 1.98491 -0.0701 -0.0714 0.8244 -0.1321
N -4.81956 -23.56327 2.51537 -0.4374 -0.1468 0.9193 -0.3030
C -5.53225 -23.29304 1.26750 1.1160 -0.6093 -1.0679 -0.1254
C -5.71864 -23.40275 3.67717 1.7591 -0.1911 0.4276 -0.1221
N -4.00226 -26.11353 2.01068 0.2079 -0.2863 -0.8110 -0.3010
C -5.17380 -26.80947 2.64755 0.5047 1.5448 0.8742 -0.0912
C -2.94774 -27.10434 1.68062 -0.0879 0.1172 0.3163 -0.1204
H -3.14775 -24.72459 -0.30285 -0.1149 -0.1351 0.4254 0.0683
H -1.57316 -24.06617 -0.50134 0.3076 0.1411 0.2587 0.0822
H -2.96585 -22.99846 -0.30289 0.0524 0.2405 0.0054 0.0702
H -1.89721 -22.49316 2.94873 0.1816 0.0805 0.1286 0.0677
H -1.53562 -21.94474 1.32798 -0.0332 -0.1078 -0.2115 0.0828
H -0.47403 -23.14689 2.12903 0.1794 0.2216 -0.0693 0.0790
H -6.59831 -23.07678 1.33714 0.1019 -0.1562 0.6602 0.0832
H -5.09095 -22.46875 0.70723 0.0853 0.2570 0.1330 0.0682
H -5.41998 -24.15985 0.61624 -0.2526 -0.1421 -0.2230 0.0646
H -6.45935 -24.20189 3.70580 -0.4117 0.3307 0.0912 0.0685
H -5.07747 -23.47403 4.55576 -0.1589 -0.3311 0.1848 0.0638
H -6.10552 -22.38583 3.74285 -0.4323 -0.1580 -0.4460 0.0825
H -4.93954 -26.95320 3.70233 0.1123 -0.6089 0.1382 0.0797
H -6.06480 -26.18466 2.70943 0.0602 0.2571 -0.5578 0.0588
H -5.45548 -27.74833 2.17079 0.4381 0.2110 -0.2097 0.0818
H -2.39478 -26.83120 0.78189 0.0893 0.1678 0.1730 0.0686
H -3.37602 -28.09061 1.50186 -0.3336 0.1929 -0.1639 0.0740
H -2.28176 -27.26091 2.52919 0.3438 0.1673 -0.0108 0.0785
O -10.73646 -16.17029 9.61937 0.8369 0.3595 0.8095 -0.3201
P -10.41636 -15.55092 10.94141 1.2897 -0.3696 -0.0205 0.5861
N -11.77084 -15.37198 11.86297 -1.8636 -0.2771 2.2547 -0.3098
C -12.58178 -14.13705 11.97792 0.4173 -0.9459 0.4916 -0.1082
C -12.54677 -16.55562 12.34879 1.1456 -0.5924 -1.7127 -0.1047
N -9.78047 -13.92605 10.91208 0.8263 0.1714 0.4824 -0.2798
C -8.30756 -13.73831 11.08724 -0.2165 -0.1000 0.4554 -0.1257
C -10.35721 -12.95912 9.89873 0.3054 -1.8081 -0.0533 -0.0944
N -9.24953 -16.53221 11.84996 -2.1115 2.1893 1.1715 -0.2828
C -8.77885 -17.80844 11.34299 0.7113 0.7585 -1.1770 -0.1371
C -9.03563 -16.23602 13.33345 0.3342 -0.6622 -1.4801 -0.0824
H -13.15572 -14.01029 11.05997 0.4341 0.9253 -0.1998 0.0870
H -11.94950 -13.36692 12.41975 -0.1215 0.5431 -0.9866 0.0799
H -13.36230 -14.25422 12.72969 0.0977 -0.5336 0.2102 0.0722
H -11.89959 -17.42225 12.21378 0.2320 -0.1273 0.5849 0.0668
H -13.35633 -16.84729 11.67974 -0.3740 0.5672 -0.2237 0.0788
H -12.96465 -16.52219 13.35495 0.4873 0.5248 0.0964 0.0804
H -8.03185 -12.69124 10.96184 -0.3408 0.0079 -0.4145 0.0734
H -7.94214 -13.92862 12.09637 -0.4621 -0.3237 0.1916 0.0455
H -7.67371 -14.35164 10.44680 -0.1723 -0.0075 -0.3880 0.0762
H -9.71899 -12.12241 9.61466 0.4533 -0.2937 0.5160 0.0745
H -10.41178 -13.62814 9.03993 -0.8280 0.7079 -0.6499 0.0683
H -11.30564 -12.51994 10.20808 -0.0668 -0.4203 -0.0308 0.0593
H -8.48611 -18.47748 12.15218 -0.3416 -0.0578 -0.1346 0.0759
H -9.42740 -18.24378 10.58275 -0.5734 -0.2017 0.5628 0.0682
H -7.90656 -17.58681 10.72810 0.6256 -0.3298 0.1594 0.0682
H -8.37324 -15.38481 13.49085 -0.4832 0.4163 -0.1310 0.0507
H -8.44381 -17.03394 13.78198 -0.2189 -0.4057 -0.2360 0.0668
H -9.96763 -16.16806 13.89457 -0.0157 0.2833 -0.1617 0.0670
O 5.78864 -32.49949 14.36304 -0.6717 -0.0540 0.9568 -0.3022
P 5.81544 -31.99756 15.76559 -0.8276 -0.3308 -0.0471 0.5962
N 4.25294 -31.55997 16.39378 1.9149 -0.6490 -1.1185 -0.3180
C 3.12598 -31.39372 15.48323 0.5899 0.4392 0.3586 -0.1135
C 4.10011 -30.97540 17.70841 -0.0143 -1.1310 0.0091 -0.1199
N 6.84755 -30.66465 15.87890 -0.7824 0.6132 1.4810 -0.3062
C 6.49245 -29.31348 15.33267 -1.0970 -1.5758 -0.3092 -0.0821
C 8.24997 -30.91823 15.74663 1.1242 -0.1401 -1.0731 -0.1514
N 6.39846 -33.18588 16.83813 0.0251 2.5986 0.6455 -0.3146
C 6.82844 -32.89935 18.20114 -0.4479 0.5893 0.3340 -0.1348
C 6.32474 -34.56886 16.57406 1.0823 -0.9032 -2.0610 -0.1385
H 2.21138 -31.42043 16.07559 -0.0691 -0.1251 -0.0664 0.0735
H 3.10458 -32.19234 14.74171 0.0910 0.3189 -0.1064 0.0780
H 3.21978 -30.39241 15.06290 -0.5202 -0.0210 -0.6906 0.0734
H 4.59870 -31.62191 18.43058 0.1204 0.2376 0.1342 0.0574
H 3.03922 -31.09854 17.92627 -0.0084 0.6301 0.3223 0.0804
H 4.47582 -29.95757 17.81314 -0.2365 0.2141 0.0061 0.0774
H 6.32172 -29.40152 14.25972 0.3612 -0.0140 -0.3559 0.0780
H 5.50663 -29.01558 15.68978 0.1986 0.2284 0.4997 0.0626
H 7.25577 -28.55108 15.48818 -0.0468 -0.3064 0.4702 0.0836
H 8.90177 -30.40644 16.45467 -0.2972 0.1966 0.3550 0.0819
H 8.55010 -31.96608 15.74069 -0.4565 -0.1027 0.2138 0.0824
H 8.52399 -30.55351 14.75669 0.4419 -0.0073 -0.2182 0.0801
H 7.86086 -33.14582 18.44906 0.3683 -0.1163 -0.5990 0.0793
H 6.69087 -31.84518 18.44176 0.0938 -0.0237 -0.0646 0.0650
H 6.25305 -33.47622 18.92520 -0.3647 -0.0280 0.0234 0.0824
H 5.40907 -35.13207 16.75421 -0.1490 0.2548 0.7916 0.0871
H 7.22842 -34.98151 17.02260 -0.3498 -0.6670 0.3184 0.0878
H 6.49729 -34.69722 15.50548 -0.0765 -0.1243 -0.2115 0.0746
C 6.28106 -27.20104 -2.38750 0.1213 -0.1775 -0.3903 -0.0306
C 6.65052 -28.67831 -2.04093 -0.1372 1.0387 1.8010 -0.4683
C 8.00634 -29.14711 -2.65714 -0.2780 1.7303 0.8159 -0.1343
C 9.20504 -28.58324 -1.90707 0.0109 -0.2912 1.2866 -0.1914
C 9.12842 -28.86178 -0.36250 -1.1963 0.7925 -0.8679 -0.0938
C 7.73027 -28.33148 0.32088 1.9423 -0.4945 0.2082 -0.4442
N 6.64073 -28.84140 -0.52903 2.5501 -1.1528 -1.2219 -0.1504
O 5.38487 -28.68323 0.02410 -0.6556 0.3610 0.3027 -0.0146
C 7.63956 -28.98211 1.74776 -0.1976 0.4476 -0.5972 -0.0440
C 7.81750 -26.76999 0.45573 0.6198 -0.9824 -1.6386 -0.0316
C 5.57649 -29.56379 -2.63757 0.3287 -1.0841 0.2326 -0.0612
H 7.09349 -26.48586 -2.51628 0.4360 -0.4215 -0.4057 0.0680
H 5.69867 -26.68238 -1.62598 -0.4459 -0.6252 0.1264 0.0776
H 5.69227 -27.29124 -3.30034 0.0337 0.6525 -0.1273 0.0762
H 8.02995 -30.23060 -2.77374 0.0200 0.0859 -0.0371 0.1212
H 8.09251 -28.59103 -3.59065 -0.4401 -0.7429 -0.6391 0.1182
H 9.30389 -27.52046 -2.12805 -0.2475 0.2085 0.2257 0.0963
H 10.11916 -28.99527 -2.33451 0.1127 -0.2683 0.1892 0.1056
H 9.98636 -28.40170 0.12776 -0.1452 0.1888 0.2031 0.1030
H 9.26167 -29.93824 -0.25482 -0.4260 -0.1064 0.3335 0.1067
H 6.99186 -28.36908 2.37447 -0.4248 -0.3007 -0.0400 0.0707
H 7.30302 -30.01631 1.67511 -0.2653 0.0460 0.0278 0.0765
H 8.56896 -29.02268 2.31580 0.4063 0.2246 -0.4923 0.0750
H 8.71917 -26.42773 0.96362 -0.3691 -0.2058 0.8949 0.0799
H 8.10117 -26.47584 -0.55477 -0.5226 0.4732 -0.2210 0.0471
H 6.88300 -26.28262 0.73373 0.2022 -0.0846 0.2443 0.0817
H 4.54191 -29.27043 -2.45960 0.1859 0.3850 -0.4051 0.0867
H 5.65441 -30.57676 -2.24271 0.1462 -0.0967 0.3644 0.0843
H 5.88865 -29.71249 -3.67128 -0.7827 0.3832 -0.3646 0.0869
H 5.26687 -29.56284 0.39010 -0.5833 0.0194 0.1953 0.1030
```
Positions in Å, forces in eV/Å.

The HOMO-LUMO gap is 0.26382 Eh. Its charge is +1. As for the spin multiplicity: 1. Its highest occupied orbital energy is -9.02 eV.